1.
ORCA calculation (ωB97M-V/def2-TZVPD) on C5H8O4 as an isolated structure.

```
! RIJCOSX wB97M-V def2-TZVPD def2/J DEFGRID3
* xyz 0 1
C -0.016 -1.333 1.274
C 0.688 -1.246 -1.540
C -0.507 2.084 -0.345
C -0.844 -0.298 0.579
C -0.169 1.048 0.655
O 0.976 -0.704 -0.279
O 0.658 -1.023 2.299
O -1.854 -0.509 -0.069
O 0.585 1.294 1.632
H 0.740 0.245 2.182
H -0.233 -2.380 1.047
H 1.210 -0.670 -2.311
H -0.393 -1.214 -1.762
H 1.010 -2.293 -1.597
H -1.515 2.450 -0.128
H 0.203 2.906 -0.296
H -0.540 1.643 -1.341
*
```

Summary:
electronic energy: -13501.985 eV
relative energy (zero: lowest compared OMol25 entry of this formula, charge and spin): 71.4 kcal per mole
orbital gap: 0.3361 Eh
LUMO: -0.422 eV

---

2.
ORCA calculation (ωB97M-V/def2-TZVPD) on C5H8O4Pt as an isolated structure at a distorted geometry.

```
! RIJCOSX wB97M-V def2-TZVPD def2/J DEFGRID3
* xyz 0 3
H 1.708 1.043 -1.635
Pt -0.505 1.021 -0.422
O 2.909 -0.295 -0.726
O 0.587 -0.551 -0.768
C 0.561 -1.104 0.567
C 0.906 0.097 1.485
O 1.098 1.169 0.563
C 1.828 0.276 -0.836
H -0.419 -1.566 0.737
H 1.313 -1.888 0.695
H 1.833 -0.100 2.041
H 0.115 0.322 2.213
C -2.970 -1.112 -0.405
C -2.965 0.101 0.180
O -2.070 1.057 0.027
H -3.789 -1.804 -0.208
H -3.784 0.353 0.873
H -2.182 -1.420 -1.100
*
```

Summary:
electronic energy: -16742.521 eV
relative energy (zero: lowest compared OMol25 entry of this formula, charge and spin): 8.1 kcal per mole
<S²>: 2.01
orbital gap (alpha / beta): 0.3096 / 0.2987 Eh
LUMO (alpha / beta): 0.461 / -0.845 eV